a) 51
Properties=species:S:1:pos:R:3:nbo_charge:R:1 method="wB97M-V/def2-TZVPD" homo_ev=-8.49 homo_lumo_gap_ev=8.945 smiles="COc1ccc(S(=O)(=O)N(CC(=O)Nc2cccnc2)c2ccccc2OC)cc1"
C -6.110 -2.113 1.145 -0.26
O -5.623 -1.114 0.276 -0.48
C -4.345 -1.186 -0.155 0.34
C -3.438 -2.182 0.203 -0.33
C -2.148 -2.149 -0.298 -0.09
C -1.768 -1.134 -1.151 -0.40
S -0.104 -1.044 -1.772 2.33
O 0.710 -2.067 -1.153 -0.96
O -0.080 -0.998 -3.202 -0.93
N 0.345 0.475 -1.241 -0.71
C 1.388 1.169 -1.958 -0.32
C 2.774 0.997 -1.324 0.67
O 3.553 1.922 -1.245 -0.61
N 3.002 -0.266 -0.884 -0.62
C 4.126 -0.762 -0.226 0.11
C 5.270 -0.015 0.044 -0.20
C 6.317 -0.634 0.707 -0.24
C 6.188 -1.963 1.075 0.01
N 5.102 -2.678 0.821 -0.40
C 4.104 -2.097 0.190 0.00
C 0.009 0.842 0.074 0.15
C 0.101 -0.073 1.111 -0.23
C -0.286 0.271 2.396 -0.22
C -0.752 1.545 2.650 -0.19
C -0.850 2.473 1.626 -0.29
C -0.489 2.135 0.329 0.28
O -0.597 2.965 -0.745 -0.50
C -1.037 4.287 -0.535 -0.25
C -2.658 -0.140 -1.522 -0.15
C -3.941 -0.164 -1.025 -0.25
H -6.074 -3.102 0.678 0.18
H -5.554 -2.131 2.087 0.18
H -7.147 -1.847 1.344 0.21
H -3.723 -2.982 0.867 0.23
H -1.429 -2.908 -0.034 0.23
H 1.164 2.237 -2.015 0.25
H 1.397 0.751 -2.969 0.26
H 2.269 -0.959 -1.021 0.43
H 5.329 1.017 -0.260 0.26
H 7.220 -0.086 0.932 0.22
H 6.980 -2.486 1.595 0.19
H 3.234 -2.712 -0.005 0.20
H 0.482 -1.060 0.903 0.24
H -0.207 -0.453 3.191 0.22
H -1.046 1.829 3.649 0.22
H -1.225 3.459 1.847 0.22
H -2.058 4.312 -0.143 0.18
H -0.370 4.830 0.141 0.18
H -1.017 4.759 -1.516 0.20
H -2.327 0.637 -2.192 0.24
H -4.661 0.593 -1.290 0.23

b) 51
Properties=species:S:1:pos:R:3:nbo_charge:R:1 method="wB97M-V/def2-TZVPD" homo_ev=-7.79 homo_lumo_gap_ev=8.316 smiles="COc1ccc(-c2csc(NC(=O)CN3C(=O)[C@H]4CC=CC[C@H]4C3=O)n2)cc1OC"
C -5.771 0.402 0.968 -0.25
O -4.820 0.258 -0.056 -0.48
C -3.599 0.832 0.107 0.26
C -3.188 1.535 1.227 -0.30
C -1.916 2.082 1.295 -0.20
C -1.031 1.931 0.238 -0.09
C 0.318 2.478 0.295 0.13
C 0.736 3.516 1.077 -0.44
S 2.419 3.816 0.869 0.37
C 2.443 2.484 -0.287 0.28
N 3.634 2.148 -0.864 -0.63
C 4.024 0.993 -1.501 0.71
O 5.170 0.869 -1.856 -0.56
C 2.960 -0.035 -1.841 -0.32
N 2.235 -0.556 -0.703 -0.47
C 0.999 -1.139 -0.865 0.76
O 0.476 -1.319 -1.934 -0.60
C 0.461 -1.505 0.502 -0.33
C 0.150 -3.013 0.534 -0.43
C 1.430 -3.789 0.546 -0.20
C 2.396 -3.420 1.373 -0.18
C 2.173 -2.246 2.274 -0.44
C 1.560 -1.078 1.477 -0.30
C 2.638 -0.460 0.606 0.73
O 3.676 0.030 0.970 -0.59
N 1.304 1.926 -0.477 -0.52
C -1.436 1.221 -0.897 -0.30
C -2.702 0.673 -0.979 0.34
O -3.186 -0.023 -2.035 -0.49
C -2.353 -0.202 -3.159 -0.27
H -6.662 -0.114 0.615 0.20
H -6.011 1.455 1.151 0.18
H -5.433 -0.060 1.902 0.17
H -3.855 1.664 2.064 0.22
H -1.617 2.612 2.186 0.21
H 0.161 4.129 1.739 0.24
H 4.415 2.752 -0.632 0.42
H 2.222 0.420 -2.511 0.26
H 3.461 -0.855 -2.367 0.24
H -0.465 -0.944 0.656 0.26
H -0.425 -3.235 1.438 0.22
H -0.461 -3.265 -0.332 0.24
H 1.534 -4.624 -0.128 0.21
H 3.344 -3.933 1.421 0.21
H 1.480 -2.526 3.073 0.22
H 3.104 -1.911 2.730 0.24
H 1.213 -0.313 2.176 0.25
H -0.734 1.115 -1.706 0.24
H -2.938 -0.794 -3.861 0.20
H -2.097 0.757 -3.620 0.17
H -1.437 -0.740 -2.901 0.21

Q: Which of them is the least stable? A: a).

a) 72
Properties=species:S:1:pos:R:3:mulliken_charge:R:1 method="wB97M-V/def2-TZVPD" homo_ev=-9.37 homo_lumo_gap_ev=9.543
Br 1.595 -2.251 0.310 0.02
C 2.462 -3.961 0.631 -0.80
C 1.547 -5.061 0.163 -0.41
Br 2.270 -6.748 0.752 -0.17
H 2.715 -3.987 1.678 0.43
H 3.358 -3.937 0.019 0.44
H 1.467 -5.109 -0.914 0.37
H 0.562 -5.011 0.606 0.15
Br 3.165 3.010 -5.529 -0.18
C 1.682 2.273 -4.503 -0.41
C 1.248 3.211 -3.398 -0.04
Br -0.705 3.434 -3.305 -0.15
H 2.013 1.318 -4.108 0.07
H 0.889 2.051 -5.203 0.45
H 1.652 4.211 -3.495 0.54
H 1.521 2.880 -2.398 -0.31
Br 0.032 -0.176 -2.451 -0.06
C -0.628 0.691 -0.842 0.45
C -1.494 -0.315 -0.127 -0.58
Br -1.738 0.278 1.710 0.09
H -1.179 1.550 -1.202 0.10
H 0.258 0.999 -0.305 -0.49
H -1.017 -1.282 -0.031 0.23
H -2.478 -0.419 -0.557 0.47
Br 4.181 -1.650 -3.167 -0.13
C 4.848 0.171 -3.094 -0.05
C 5.058 0.619 -1.700 -0.80
Br 3.352 0.829 -0.761 0.07
H 4.108 0.794 -3.577 -0.23
H 5.773 0.157 -3.655 0.40
H 5.478 1.621 -1.691 0.33
H 5.655 -0.052 -1.101 0.42
Br -3.935 -4.158 -6.028 -0.15
C -2.455 -2.988 -5.565 -0.61
C -2.556 -2.482 -4.154 -0.20
Br -1.928 -3.791 -2.881 -0.11
H -2.496 -2.169 -6.273 0.37
H -1.565 -3.583 -5.706 0.37
H -3.560 -2.242 -3.825 0.39
H -1.945 -1.593 -4.007 -0.09
Br 1.463 -1.389 6.125 -0.17
C 0.315 -2.729 5.313 -0.46
C 0.358 -2.442 3.843 -0.32
Br -0.690 -3.680 2.830 -0.11
H -0.648 -2.546 5.777 0.23
H 0.646 -3.729 5.561 0.44
H 1.376 -2.631 3.487 0.41
H 0.171 -1.416 3.554 -0.05
Br -2.789 -1.093 4.956 -0.19
C -2.500 0.789 5.268 -0.59
C -1.999 1.412 4.005 0.03
Br -1.957 3.304 4.272 -0.09
H -1.766 0.826 6.064 0.37
H -3.422 1.234 5.616 0.48
H -2.682 1.211 3.191 0.24
H -0.980 1.103 3.824 -0.41
Br -4.822 3.508 1.486 -0.13
C -4.176 2.838 -0.200 -0.39
C -5.030 3.356 -1.304 -0.59
Br -4.378 2.742 -3.008 -0.19
H -4.169 1.759 -0.124 0.24
H -3.159 3.200 -0.320 0.25
H -4.993 4.443 -1.350 0.37
H -6.089 3.123 -1.253 0.41
Br 1.581 2.108 4.987 -0.17
C 2.321 2.673 3.292 -0.55
C 1.398 2.234 2.196 -0.02
Br 1.919 3.004 0.516 -0.21
H 3.313 2.243 3.234 0.37
H 2.441 3.752 3.329 0.40
H 0.368 2.520 2.399 0.10
H 1.367 1.145 2.121 0.11

b) 72
Properties=species:S:1:pos:R:3:mulliken_charge:R:1 method="wB97M-V/def2-TZVPD" homo_ev=-9.93 homo_lumo_gap_ev=9.966 smiles=BrCCBr.BrCCBr.BrCCBr.BrCCBr.BrCCBr.BrCCBr.BrCCBr.BrCCBr.BrCCBr
Br -25.952 1.456 4.866 -0.16
C -27.577 0.988 5.833 -0.62
C -28.298 2.175 6.397 -0.60
Br -27.391 2.860 7.980 0.01
H -27.255 0.337 6.641 0.33
H -28.170 0.421 5.123 0.47
H -29.290 1.870 6.727 0.29
H -28.401 3.031 5.737 0.40
Br -27.987 6.646 14.109 -0.16
C -29.592 7.768 13.911 -0.56
C -29.171 9.136 13.387 -0.44
Br -30.803 10.173 13.134 -0.15
H -29.970 7.818 14.923 0.41
H -30.257 7.291 13.201 0.32
H -28.640 9.055 12.445 0.21
H -28.616 9.698 14.128 0.39
Br -23.078 2.076 11.244 -0.14
C -24.082 3.216 10.065 -0.64
C -25.455 3.538 10.638 0.45
Br -25.309 4.867 12.038 -0.15
H -24.200 2.732 9.098 0.36
H -23.525 4.136 9.921 0.39
H -25.968 2.623 10.920 0.56
H -26.007 4.040 9.843 -0.90
Br -29.998 9.636 9.684 0.08
C -31.436 10.895 9.389 -0.65
C -32.295 10.564 8.196 -0.46
Br -31.653 11.383 6.557 -0.12
H -30.996 11.886 9.327 0.43
H -32.007 10.876 10.316 0.28
H -33.244 11.080 8.325 0.38
H -32.447 9.508 8.021 0.09
Br -31.321 7.621 6.310 -0.15
C -31.963 6.040 7.225 -0.28
C -33.203 5.494 6.546 -0.54
Br -33.554 3.726 7.249 -0.18
H -32.169 6.316 8.255 0.15
H -31.139 5.335 7.213 0.23
H -33.076 5.391 5.475 0.39
H -34.072 6.105 6.761 0.37
Br -29.556 -0.099 9.961 -0.11
C -30.435 1.616 9.936 0.28
C -31.495 1.736 10.987 -0.57
Br -32.944 0.480 10.760 -0.15
H -30.851 1.769 8.939 0.22
H -29.686 2.396 10.055 -0.39
H -31.926 2.733 10.969 0.28
H -31.081 1.556 11.976 0.44
Br -30.485 5.605 10.261 -0.10
C -28.577 5.438 10.476 0.24
C -27.824 6.548 9.814 0.24
Br -28.012 6.681 7.889 -0.04
H -28.281 4.464 10.104 -0.35
H -28.361 5.487 11.542 0.16
H -26.764 6.557 10.060 0.36
H -28.208 7.511 10.150 -0.49
Br -24.168 5.395 7.059 -0.17
C -25.297 5.051 5.529 0.08
C -25.735 6.352 4.915 -0.27
Br -26.908 5.907 3.421 -0.18
H -26.133 4.500 5.948 -0.37
H -24.814 4.399 4.809 0.48
H -24.911 6.945 4.534 0.43
H -26.325 6.946 5.604 -0.10
Br -24.115 10.403 8.340 -0.14
C -25.632 9.664 7.402 -0.33
C -27.009 10.053 7.963 -0.35
Br -27.253 11.962 7.803 -0.12
H -25.543 8.577 7.413 -0.04
H -25.524 9.977 6.367 0.47
H -27.078 9.766 9.005 0.24
H -27.630 9.439 7.316 0.29

c) 72
Properties=species:S:1:pos:R:3:mulliken_charge:R:1 method="wB97M-V/def2-TZVPD" homo_ev=-7.31 homo_lumo_gap_ev=7.143
Br -1.056 -1.439 -0.696 2.58
C 0.221 -0.079 -0.029 0.79
C 0.758 -0.317 1.323 1.35
Br 1.894 1.188 1.988 0.34
H -0.376 0.833 -0.033 -2.54
H 1.100 -0.040 -0.672 0.51
H 1.305 -1.249 1.462 0.57
H -0.091 -0.356 2.005 -1.99
Br -0.260 1.110 -2.579 0.27
C -1.131 -0.103 -3.901 -0.64
C -1.340 -1.466 -3.213 -0.97
Br -2.583 -2.481 -4.331 -0.21
H -0.583 -0.077 -4.843 0.44
H -2.125 0.220 -4.209 0.56
H -1.706 -1.376 -2.190 -0.48
H -0.393 -2.003 -3.259 0.49
Br 0.885 1.277 4.843 0.07
C 2.702 2.128 4.946 -0.67
C 3.546 1.629 3.746 -0.04
Br 5.084 2.784 3.488 -0.19
H 3.130 2.066 5.947 0.45
H 2.491 3.191 4.828 0.37
H 2.882 1.848 2.910 -0.56
H 3.799 0.569 3.756 0.41
Br -2.969 2.339 -3.234 -0.13
C -2.802 1.911 -1.313 -1.03
C -1.531 2.498 -0.698 1.29
Br -1.559 1.936 1.236 0.08
H -2.829 0.825 -1.232 -0.03
H -3.631 2.354 -0.761 0.70
H -1.660 3.569 -0.855 0.33
H -0.634 2.099 -1.173 -1.11
Br 1.858 2.290 -1.939 -0.14
C 1.243 2.792 -0.150 1.95
C 0.968 4.216 0.112 -1.04
Br -0.075 5.017 -1.434 -0.25
H 2.009 2.472 0.556 0.24
H 0.351 2.185 0.005 -1.36
H 1.887 4.797 0.189 0.59
H 0.535 4.432 1.089 0.44
Br -0.209 -3.873 -3.374 -0.12
C -0.198 -4.562 -1.497 -0.67
C 0.617 -3.635 -0.674 -0.09
Br 0.828 -4.272 1.200 -0.14
H 0.271 -5.545 -1.545 0.50
H -1.207 -4.591 -1.085 0.40
H 0.207 -2.629 -0.761 -1.67
H 1.635 -3.538 -1.051 0.61
Br 1.004 -2.173 5.939 -0.23
C -0.117 -2.328 4.261 -0.26
C -0.885 -1.057 4.033 0.16
Br -2.108 -1.119 2.458 0.34
H -0.688 -3.252 4.345 0.46
H 0.621 -2.554 3.492 -0.06
H -0.313 -0.130 4.057 -0.77
H -1.548 -0.864 4.877 0.60
Br 1.475 -0.951 -1.734 0.37
C 2.712 0.272 -2.605 -0.38
C 3.308 -0.377 -3.861 -0.82
Br 4.723 0.772 -4.596 -0.21
H 3.572 0.397 -1.947 0.65
H 2.190 1.194 -2.860 0.14
H 2.674 -0.681 -4.694 0.40
H 3.903 -1.219 -3.508 0.41
Br -3.911 0.059 2.007 -0.21
C -4.394 -0.286 0.102 0.08
C -3.613 -1.474 -0.281 -0.06
Br -3.610 -1.855 -2.272 -0.07
H -4.122 0.591 -0.487 -0.02
H -5.471 -0.394 -0.023 0.53
H -4.048 -2.280 0.311 0.45
H -2.617 -1.235 0.092 -1.75

Q: Which of them is the least stable? A: c).

a) 9
Properties=species:S:1:pos:R:3:nbo_charge:R:1 method="wB97M-V/def2-TZVPD" homo_ev=-2.85 homo_lumo_gap_ev=7.257 smiles="C=[PH2]C(=O)[O-]" charge=-1
C 0.122 -1.657 0.395 -1.24
P 0.128 0.042 0.346 0.70
C -0.387 1.414 -1.136 0.75
O -0.688 0.890 -2.194 -0.71
O -0.242 2.481 -0.672 -0.68
H -0.824 -2.139 0.072 0.20
H 0.677 -2.149 1.087 0.19
H 1.448 0.322 0.611 -0.07
H -0.234 0.796 1.492 -0.13

b) 9
Properties=species:S:1:pos:R:3:nbo_charge:R:1 method="wB97M-V/def2-TZVPD" homo_ev=-3.48 homo_lumo_gap_ev=7.752 charge=-1
C 0.374 1.328 0.659 -0.47
C 0.043 0.160 0.196 -0.66
O -2.222 -1.271 0.700 -1.10
O 0.032 -2.464 0.775 -1.11
P -0.713 -1.217 0.853 2.05
H 0.596 2.198 -0.035 0.15
H 0.340 1.678 1.759 0.15
H 0.573 -0.557 -2.372 0.03
H 0.978 0.146 -2.536 -0.03

c) 9
Properties=species:S:1:pos:R:3:nbo_charge:R:1 method="wB97M-V/def2-TZVPD" homo_ev=-3.26 homo_lumo_gap_ev=7.760 charge=-1
C 1.200 -1.090 -0.850 -0.47
C -0.066 -0.865 -1.060 -0.70
O -1.399 1.473 -1.179 -1.11
O -2.423 -0.297 0.387 -1.10
P -1.302 0.218 -0.473 2.10
H 1.633 -2.015 -1.430 0.13
H 1.949 -0.625 -0.234 0.15
H -0.110 1.470 2.195 0.03
H 0.518 1.729 2.643 -0.03

Q: Which of them is the least stable? A: a).

a) 6
Properties=species:S:1:pos:R:3:nbo_charge:R:1 method="wB97M-V/def2-TZVPD" homo_ev=-9.38 homo_lumo_gap_ev=7.612
C -0.607 1.643 0.028 0.49
O -0.617 2.337 0.945 -0.49
I -2.326 -1.455 0.259 -0.08
I 1.568 -0.631 -0.861 0.00
I 3.801 -1.654 0.191 0.00
H -1.819 -0.241 -0.562 0.07

b) 6
Properties=species:S:1:pos:R:3:nbo_charge:R:1 method="wB97M-V/def2-TZVPD" homo_ev="-8.69 / -8.69" homo_lumo_gap_ev="6.091 / 6.083"
C 0.043 -0.430 -0.064 0.09
O 0.002 0.633 -0.788 -0.66
I 1.266 -0.592 1.620 0.22
I -2.645 -0.287 0.719 -0.32
I 1.464 2.052 -0.926 0.48
H -0.130 -1.374 -0.561 0.20

c) 6
Properties=species:S:1:pos:R:3:nbo_charge:R:1 method="wB97M-V/def2-TZVPD" homo_ev=-9.33 homo_lumo_gap_ev=8.181
C 0.191 0.000 -0.058 -0.20
O -1.009 -0.002 -0.664 -0.75
I 0.456 1.797 1.200 0.12
I 1.661 -0.004 -1.643 0.20
I 0.457 -1.791 1.208 0.12
H -1.755 0.000 -0.042 0.50

Q: Which of them is the least stable? A: b).